Density functional theory data (ωB97M-V with the def2-TZVPD basis set) for a cluster of 7 separate species, C38H81F3N3O7 in total.

Properties
**LUMO energy**: -3.73 eV
**E**: -2486.6214 Ha
**Gap between HOMO and LUMO**: 6.976 eV
**Charge**: +1
**Maximum force**: 0.046 hartree/bohr

XYZ file:
```
132
Properties=species:S:1:pos:R:3:forces:R:3
C 5.56184 -2.52486 -0.33094 -0.55 0.11 -0.19
O 6.06546 -1.55436 0.57443 0.15 -0.15 -0.67
C 7.22296 -0.97906 -0.03842 0.88 -0.29 0.56
C 7.61006 0.35614 0.56014 -0.90 -0.13 0.50
C 6.58344 1.50164 0.36293 0.33 -0.31 -0.41
C 5.51914 1.26364 -0.72486 0.56 1.03 0.53
C 4.90659 2.62263 -1.15864 -0.34 -0.81 -0.90
C 3.37227 2.64128 -1.09052 0.64 0.26 0.02
C 2.83140 3.02407 0.30040 -0.49 -0.69 -1.52
C 1.38072 2.48713 0.45977 1.44 0.51 0.32
C 1.49677 0.99578 0.78712 -0.47 0.06 0.43
C 0.21722 0.25031 1.07841 -0.28 -0.02 -0.20
N 0.18432 -0.32098 2.26342 0.16 0.20 -0.03
N -0.90361 -0.99244 2.55045 -0.41 -0.76 1.21
C -1.95621 -1.21740 1.80677 -0.27 0.41 -0.68
C -1.99438 -0.65842 0.53308 0.05 0.53 -0.05
C -3.19303 -0.96878 -0.31782 -0.16 -1.45 0.47
C -3.41955 -2.50974 -0.20578 0.18 -0.32 -0.74
N -3.68756 -3.14451 -1.51336 0.15 0.11 0.05
C -0.89674 0.11404 0.18631 -0.06 0.20 -0.96
C -0.90089 0.79166 -1.16920 0.34 -0.26 0.54
C 0.25515 0.40169 -2.12198 -1.78 1.48 -0.59
C 0.13297 1.19426 -3.40870 -0.02 0.90 0.51
F -0.62408 0.68397 -4.41943 1.38 -0.95 -0.38
C 0.77432 2.38926 -3.59644 -0.71 -1.41 -0.32
F 1.74955 2.58454 -4.45481 -1.00 1.03 -0.80
F 0.44118 3.45468 -2.88640 1.60 -0.08 0.76
H 4.80759 -2.05136 -0.97325 0.02 -0.07 -0.10
H 5.08475 -3.37093 0.16336 0.08 0.17 0.39
H 6.33854 -2.92303 -0.98674 0.09 -0.07 0.11
H 8.05782 -1.66533 0.16197 0.03 -0.03 -0.18
H 7.12417 -0.94489 -1.12549 -0.23 0.20 -0.01
H 8.60141 0.60714 0.18420 -0.05 0.11 -0.11
H 7.71029 0.19067 1.63546 0.23 -0.01 0.00
H 7.13949 2.39352 0.06746 -0.02 0.07 0.09
H 6.10033 1.74056 1.31107 -0.07 -0.01 0.01
H 4.75327 0.57131 -0.37136 0.02 -0.07 -0.02
H 6.02167 0.82937 -1.58663 -0.18 -0.18 -0.08
H 5.16221 2.74199 -2.21493 0.10 0.21 0.04
H 5.36672 3.46653 -0.64603 -0.17 0.01 0.23
H 3.03814 1.64794 -1.40650 -0.07 -0.05 0.09
H 3.01466 3.32734 -1.86269 -0.25 0.14 0.20
H 2.82639 4.11161 0.31392 0.16 0.03 0.57
H 3.49847 2.57471 1.03658 -0.07 0.36 0.33
H 0.88733 2.72061 -0.48047 -0.36 -0.06 0.13
H 0.96804 3.05323 1.30056 -0.53 -0.37 -0.19
H 2.09506 0.94414 1.69619 -0.07 -0.20 0.08
H 2.05230 0.42747 0.04185 0.04 0.13 -0.15
H -0.91825 -1.39949 3.48064 0.31 0.12 0.01
H -2.76982 -1.81263 2.19036 0.15 -0.14 0.29
H -3.06647 -0.75536 -1.37200 0.07 0.37 0.06
H -4.08708 -0.47682 0.06397 0.12 0.43 -0.13
H -4.26256 -2.73998 0.45110 0.13 0.14 0.13
H -2.53308 -2.99918 0.21036 -0.24 0.28 0.15
H -3.14976 -4.00307 -1.54131 -0.29 -0.19 -0.08
H -3.31639 -2.59874 -2.28326 -0.09 0.14 0.06
H -1.81582 0.57552 -1.70612 -0.11 -0.05 0.09
H -0.93775 1.86528 -0.98197 0.33 0.07 -0.15
H 0.13764 -0.63602 -2.43779 0.29 -0.12 0.20
H 1.24052 0.62313 -1.74258 0.05 -0.37 0.26
C -3.58269 -4.23881 3.99784 0.06 0.20 -0.10
C -3.50483 -4.95948 2.66091 0.23 -0.28 0.43
C -3.33825 -6.45706 2.85041 0.00 -0.07 -0.19
O -2.40436 -4.44337 1.89082 -0.04 0.23 0.06
H -2.66309 -4.39138 4.57162 -0.03 -0.13 0.02
H -3.69869 -3.16172 3.85129 -0.14 -0.02 0.01
H -4.42329 -4.59577 4.59132 0.01 0.03 0.02
H -4.40919 -4.75957 2.08457 0.10 0.10 -0.12
H -2.41149 -6.67722 3.38782 -0.04 0.05 0.09
H -3.27804 -6.96015 1.88534 -0.06 0.01 0.00
H -4.17229 -6.87864 3.41121 0.01 0.00 0.01
H -1.59507 -4.61338 2.38654 -0.03 -0.21 0.00
C -3.45798 3.51140 1.22296 0.38 -0.05 0.11
C -3.96888 2.73980 0.02398 -0.42 0.52 0.18
C -4.57767 3.66137 -1.02063 -0.01 -0.15 -0.16
O -4.92369 1.77747 0.46235 0.09 -0.49 -0.10
H -4.26495 4.05291 1.72242 -0.03 0.05 -0.12
H -3.03424 2.82025 1.95698 0.02 0.00 -0.02
H -2.68495 4.22577 0.93400 -0.03 0.03 0.06
H -3.14909 2.17412 -0.42378 -0.08 -0.12 0.02
H -5.43067 4.20283 -0.60411 0.07 0.05 0.07
H -4.94565 3.08642 -1.87089 0.05 -0.01 -0.01
H -3.84859 4.38808 -1.38112 -0.02 0.02 0.01
H -5.66473 2.24063 0.86742 -0.02 0.05 -0.04
C -1.21802 3.63283 -6.79349 -0.01 0.03 0.26
C -2.48055 2.98681 -7.34449 0.38 0.24 -0.45
C -2.17255 2.11162 -8.54988 -0.13 -0.15 0.01
O -3.42163 3.99497 -7.70582 -0.20 -0.11 0.27
H -0.75328 4.27799 -7.54353 0.02 -0.10 -0.07
H -1.45403 4.26191 -5.93319 -0.03 -0.04 0.02
H -0.49135 2.87732 -6.48655 0.02 0.01 -0.05
H -2.95287 2.38488 -6.56652 -0.13 0.09 0.00
H -1.73992 2.70836 -9.35733 0.09 0.02 0.06
H -3.08628 1.66037 -8.93709 0.00 -0.02 0.05
H -1.47162 1.31532 -8.29366 0.02 0.01 -0.02
H -3.02378 4.53842 -8.39388 0.00 0.00 -0.03
C 8.93518 -4.12157 2.12896 -0.12 0.21 0.03
C 9.00189 -4.76729 0.75513 0.44 -0.28 0.44
C 8.98561 -6.28536 0.85305 -0.11 -0.07 -0.18
O 10.18363 -4.34324 0.07734 -0.24 0.19 -0.26
H 9.79716 -4.40817 2.73736 -0.03 -0.13 -0.02
H 8.95240 -3.03393 2.04488 -0.06 -0.01 -0.03
H 8.02601 -4.41450 2.65667 0.02 0.01 0.03
H 8.15607 -4.42927 0.15332 0.11 0.06 -0.12
H 9.85254 -6.64291 1.41473 -0.04 0.05 0.09
H 9.03957 -6.73241 -0.14002 -0.04 0.03 -0.01
H 8.08044 -6.64218 1.34731 0.03 -0.02 0.02
H 10.94151 -4.63359 0.59523 0.01 -0.01 0.01
C -0.80734 3.84911 5.65974 0.18 -0.07 0.07
C -0.45704 4.52978 4.34688 -0.46 -0.25 0.12
C -1.61231 5.35651 3.82016 -0.02 0.07 -0.16
O -0.10900 3.53570 3.36913 0.37 0.12 -0.02
H -1.65789 3.17313 5.52741 -0.08 0.10 -0.02
H 0.03049 3.24811 6.01462 0.03 0.06 0.01
H -1.06212 4.57908 6.42840 -0.03 -0.02 0.00
H 0.41883 5.16294 4.48874 0.13 -0.14 -0.17
H -2.46355 4.69531 3.63417 -0.09 0.09 0.09
H -1.34770 5.82589 2.87186 0.02 0.03 0.03
H -1.91574 6.13419 4.52120 -0.01 -0.03 0.02
H -0.88095 2.97348 3.24555 -0.07 0.05 0.05
C -9.11723 -2.89894 0.53383 -0.04 -0.16 0.11
C -8.04097 -2.14291 1.29558 -0.09 0.11 -0.60
C -7.87036 -0.73047 0.75660 0.11 0.11 0.15
O -6.79835 -2.84624 1.20617 0.23 -0.02 0.29
H -8.84975 -2.98814 -0.52259 -0.01 0.11 -0.01
H -9.22370 -3.91075 0.92555 -0.02 0.03 0.05
H -10.08131 -2.39444 0.60577 0.00 0.00 -0.02
H -8.30048 -2.10290 2.35405 0.15 -0.09 0.04
H -7.56443 -0.75367 -0.29319 -0.09 -0.04 -0.03
H -7.08995 -0.20210 1.30800 -0.03 -0.01 0.04
H -8.79813 -0.16234 0.83452 0.00 0.00 -0.03
H -6.55387 -2.89266 0.27427 -0.10 -0.05 -0.04
```
Forces are in eV/Å.